[1]
6 unconnected molecules or ions with the total composition C24H46BrN3O15P. Source: the Open Molecules 2025 dataset; level of theory: the ωB97M-V functional and the def2-TZVPD basis.

The gap between HOMO and LUMO comes out at 6.57 eV. For the LUMO energy, the calculation gives -5.3 eV. The value obtained for the maximum force is 0.8 eV/A. Its total charge is +1. Its total energy is -5150.0648 Ha. The molar mass is 727.5 g mol⁻¹.

Last column: Löwdin charge in e.
Atoms and positions in Å:
N  5.927  -0.976  -2.638  -0.2581
P  5.899  -2.287  -3.458  0.7595
C  4.154  -2.913  -3.469  -0.2754
C  3.126  -1.994  -3.295  -0.0705
C  1.847  -2.473  -3.259  -0.6410
Br  0.402  -1.359  -3.012  0.9635
C  1.635  -3.868  -3.396  -0.0968
N  2.617  -4.715  -3.568  0.1323
N  3.832  -4.198  -3.600  0.0496
H  6.554  -0.979  -1.842  -0.0011
H  6.160  -2.182  -4.831  0.0217
H  6.628  -3.411  -3.035  0.0190
H  3.368  -0.943  -3.176  0.1182
H  0.636  -4.292  -3.359  0.1316
H  4.556  -4.900  -3.728  0.1790
C  -3.609  -1.299  -1.291  -0.0555
C  -2.469  -0.444  -0.779  -0.2380
O  -2.915  0.688  -0.026  0.0092
C  -3.352  0.406  1.213  -0.6094
O  -3.374  -0.687  1.713  0.1361
O  -3.742  1.541  1.777  -0.0034
C  -4.267  1.403  3.107  -0.0101
H  -4.308  -0.692  -1.866  0.0877
H  -3.223  -2.090  -1.936  0.0740
H  -4.149  -1.761  -0.467  0.0782
H  -1.926  0.005  -1.612  0.0894
H  -1.767  -1.027  -0.180  0.1213
H  -3.554  0.907  3.762  0.0949
H  -5.203  0.849  3.084  0.0954
H  -4.447  2.411  3.466  0.0983
C  10.906  -5.444  -6.719  -0.0636
C  11.524  -4.360  -5.865  -0.2042
O  11.550  -3.089  -6.539  0.0470
C  10.402  -2.430  -6.596  -0.6161
O  9.352  -2.778  -6.103  0.0860
O  10.596  -1.312  -7.285  0.0144
C  9.436  -0.500  -7.479  -0.0346
H  11.426  -5.516  -7.674  0.0858
H  10.985  -6.403  -6.208  0.0819
H  9.854  -5.238  -6.914  0.0711
H  12.571  -4.575  -5.664  0.1260
H  11.008  -4.249  -4.911  0.1199
H  8.971  -0.258  -6.525  0.0908
H  8.721  -1.009  -8.123  0.0972
H  9.791  0.405  -7.961  0.0973
C  -10.541  -1.699  4.823  -0.0651
C  -11.156  -0.335  4.601  -0.2056
O  -10.176  0.644  4.206  0.0377
C  -9.774  0.571  2.941  -0.6130
O  -10.155  -0.214  2.112  0.1228
O  -8.835  1.502  2.749  0.0008
C  -8.261  1.496  1.441  -0.0438
H  -9.734  -1.637  5.553  0.0815
H  -11.299  -2.386  5.200  0.0814
H  -10.140  -2.102  3.895  0.0742
H  -11.569  0.060  5.527  0.1229
H  -11.950  -0.368  3.856  0.1241
H  -9.030  1.581  0.676  0.0962
H  -7.688  0.583  1.283  0.0941
H  -7.601  2.358  1.398  0.0921
C  2.809  4.436  -2.747  -0.0654
C  1.402  4.565  -3.286  -0.2105
O  0.485  3.663  -2.639  0.0235
C  0.100  4.034  -1.413  -0.6134
O  0.449  5.029  -0.835  0.1298
O  -0.705  3.090  -0.929  0.0044
C  -1.145  3.307  0.420  -0.0162
H  3.156  3.404  -2.829  0.0747
H  3.483  5.074  -3.318  0.0822
H  2.855  4.735  -1.701  0.0758
H  1.361  4.282  -4.336  0.1205
H  1.030  5.584  -3.191  0.1257
H  -1.612  4.283  0.530  0.1048
H  -0.300  3.231  1.103  0.1030
H  -1.864  2.524  0.621  0.0584
C  -2.379  0.015  9.055  -0.0644
C  -2.997  1.384  8.879  -0.2049
O  -2.020  2.377  8.514  0.0419
C  -1.619  2.352  7.249  -0.6137
O  -2.016  1.606  6.387  0.1088
O  -0.699  3.302  7.084  0.0084
C  -0.138  3.370  5.771  -0.0390
H  -1.570  0.055  9.785  0.0830
H  -3.134  -0.685  9.413  0.0815
H  -1.980  -0.358  8.114  0.0735
H  -3.407  1.748  9.819  0.1238
H  -3.794  1.375  8.136  0.1226
H  -0.921  3.477  5.022  0.0910
H  0.447  2.475  5.561  0.0968
H  0.503  4.245  5.772  0.0947

***

[2]
A molecular structure, C24H46Cl2F6KN3O9P at a distorted geometry. Source: the Open Molecules 2025 dataset; level of theory: the ωB97M-V functional and the def2-TZVPD basis.

The gap between HOMO and LUMO comes out at 3.89 eV. For the LUMO energy, the calculation gives 0.2 eV. The value obtained for the maximum force is 5.6 eV/A. Its total charge is -1. Its total energy is -4244.2394 Ha. The molar mass is 775.6 g mol⁻¹.

Last column: Löwdin charge in e.
Atoms and positions in Å:
K  -4.441  2.402  2.551  0.9473
C  -0.772  1.145  7.942  -0.4524
O  -0.448  -0.274  7.964  -0.1197
O  -2.114  1.238  7.557  -0.2919
C  -0.092  1.933  9.180  -0.5504
F  -0.342  1.524  10.494  0.0533
F  1.212  1.595  9.137  0.0803
F  -0.159  3.217  9.151  0.1727
C  0.748  -0.883  7.526  -0.3386
C  0.352  -1.486  6.278  -0.1100
H  1.154  -2.144  5.944  0.0699
H  -0.490  -2.166  6.408  0.0852
H  0.081  -0.721  5.551  0.0867
H  1.185  -1.574  8.247  0.1091
H  1.619  -0.242  7.391  0.1051
H  -0.135  1.543  7.153  0.1132
C  -3.436  -2.551  -0.278  -0.3569
O  -2.347  -1.540  -0.317  -0.1277
O  -4.145  -2.209  0.981  -0.3517
C  -4.319  -2.606  -1.648  -0.5858
F  -3.537  -3.267  -2.503  0.0949
F  -5.520  -3.200  -1.723  0.1237
F  -4.470  -1.396  -2.173  0.1202
C  -1.368  -1.412  -1.353  -0.3086
C  -0.349  -0.391  -0.869  -0.0944
H  0.293  -0.914  -0.160  0.0690
H  0.341  -0.093  -1.659  0.0632
H  -0.844  0.455  -0.394  0.0699
H  -1.616  -1.032  -2.344  0.0961
H  -0.893  -2.369  -1.570  0.1088
H  -3.013  -3.553  -0.210  0.1165
Cl  7.422  -1.318  -2.705  0.5377
C  6.411  -2.290  -3.821  -0.6822
C  7.036  -2.607  -5.112  -0.6779
Cl  8.425  -3.742  -4.924  0.5184
H  5.552  -1.699  -4.137  0.0802
H  6.168  -3.258  -3.382  0.0762
H  7.263  -1.698  -5.669  0.0765
H  6.390  -3.110  -5.831  0.0711
O  -1.490  7.094  -0.383  -0.3086
P  -0.380  8.060  -0.667  0.5813
N  0.671  8.236  0.674  -0.2940
C  0.362  9.227  1.765  -0.0886
C  0.958  6.941  1.298  -0.1437
N  -0.792  9.640  -1.149  -0.2983
C  0.165  10.721  -1.262  -0.1399
C  -2.009  9.926  -1.955  -0.1004
N  0.597  7.488  -1.939  -0.3042
C  0.032  6.722  -3.044  -0.1134
C  1.889  8.116  -2.269  -0.1244
H  0.902  8.993  2.683  0.0792
H  -0.709  9.202  1.968  0.0800
H  0.644  10.217  1.408  0.0571
H  1.645  6.935  2.145  0.0836
H  1.486  6.319  0.576  0.0740
H  0.052  6.384  1.539  0.0738
H  1.035  10.422  -0.676  0.0585
H  0.560  10.881  -2.265  0.0771
H  -0.367  11.585  -0.865  0.0877
H  -2.207  10.986  -2.112  0.0770
H  -1.955  9.515  -2.963  0.0657
H  -2.907  9.441  -1.571  0.0758
H  -0.346  5.737  -2.770  0.0826
H  -0.735  7.324  -3.532  0.0669
H  0.750  6.594  -3.854  0.0769
H  2.396  8.519  -1.392  0.0678
H  1.738  8.902  -3.009  0.0729
H  2.634  7.376  -2.562  0.0807
O  3.051  -7.829  -4.106  0.0760
C  2.269  -7.638  -5.058  -0.3957
O  1.789  -6.398  -5.224  0.0225
C  0.785  -6.269  -6.118  -0.1833
C  0.971  -7.525  -7.032  -0.1735
C  1.740  -8.507  -6.240  -0.0758
H  0.941  -5.378  -6.725  0.1268
H  -0.179  -6.257  -5.609  0.1310
H  1.348  -7.194  -8.000  0.1103
H  0.019  -7.939  -7.364  0.1095
H  2.583  -8.899  -6.810  0.1257
H  1.089  -9.305  -5.883  0.1263
O  -3.474  -9.333  5.343  0.1547
C  -3.180  -9.497  4.224  -0.5221
O  -2.016  -9.940  3.729  0.0341
C  -2.062  -10.428  2.394  -0.1863
C  -3.322  -9.936  1.903  -0.1824
C  -4.130  -9.299  3.063  -0.0471
H  -1.980  -11.514  2.343  0.1317
H  -1.301  -9.846  1.875  0.1321
H  -3.908  -10.764  1.505  0.1141
H  -3.089  -9.193  1.141  0.1191
H  -5.136  -9.715  3.115  0.1211
H  -4.229  -8.214  3.044  0.1311

***

[3]
A molecular structure, C24H46Cl2InN4O8 at a distorted geometry. Source: the Open Molecules 2025 dataset; level of theory: the ωB97M-V functional and the def2-TZVPD basis.

The gap between HOMO and LUMO comes out at 7.28 eV. The energy above the lowest of the compared OMol25 structures with the same formula, charge and spin comes out at 372.62 kJ/mol. For the LUMO energy, the calculation gives 1.8 eV. The value obtained for the maximum force is 7.3 eV/A. Its total charge is -1. Its total energy is -2873.3572 Ha. The molar mass is 704.4 g mol⁻¹.

Last column: Löwdin charge in e.
Atoms and positions in Å:
C  1.279  0.220  7.059  -0.1353
C  1.629  0.461  5.803  -0.2162
In  1.757  0.832  3.540  0.6970
C  3.481  2.234  3.159  -0.2815
C  3.634  2.721  1.631  -0.2732
C  5.013  3.489  1.285  -0.1108
C  5.953  3.807  2.545  -0.3695
O  7.179  3.418  2.471  -0.0213
O  5.570  4.525  3.722  0.0102
O  2.041  -1.100  2.688  -0.3888
C  3.450  -1.427  2.609  -0.3025
C  4.108  -1.256  1.139  -0.3560
C  5.433  -0.313  1.230  -0.0654
O  3.178  -0.869  0.100  -0.0900
C  -0.244  1.549  2.768  -0.6161
Cl  -1.529  0.227  2.467  0.4620
C  -0.626  2.896  2.491  -0.7172
C  -2.084  3.313  1.891  -0.1613
Cl  0.552  4.270  2.811  0.5402
H  0.929  -0.010  8.136  0.0014
H  4.453  1.640  3.414  0.0442
H  3.413  3.102  3.905  0.0389
H  3.555  1.771  0.972  0.0758
H  2.770  3.414  1.291  0.0741
H  5.601  2.872  0.500  0.1108
H  4.790  4.500  0.771  0.1057
H  6.008  4.031  4.467  0.1280
H  3.550  -2.546  2.922  0.1157
H  4.011  -0.823  3.430  0.0886
H  4.506  -2.308  0.837  0.1360
H  5.683  -0.007  2.323  0.0754
H  5.374  0.632  0.580  0.0583
H  6.364  -0.902  0.852  0.0752
H  2.595  -0.128  0.383  0.0784
H  -1.885  4.215  1.181  0.0755
H  -2.448  2.465  1.187  0.0356
H  -2.847  3.565  2.710  0.0811
C  -3.968  -1.140  -1.107  -0.3386
O  -4.873  -0.907  -1.894  -0.0212
N  -3.183  -2.256  -1.114  -0.1966
C  -2.126  -2.460  -0.143  -0.0495
C  -3.411  -3.270  -2.126  -0.0630
H  -3.711  -0.435  -0.299  0.1251
H  -1.173  -2.556  -0.668  0.0961
H  -2.330  -3.378  0.416  0.0916
H  -2.068  -1.622  0.554  0.0235
H  -3.285  -2.821  -3.116  0.0924
H  -4.437  -3.639  -2.036  0.0922
H  -2.710  -4.099  -2.006  0.0457
C  3.335  3.819  -2.159  -0.3108
O  3.718  4.413  -1.168  0.0071
N  4.083  3.588  -3.279  -0.2050
C  3.557  2.871  -4.422  -0.0665
C  5.447  4.078  -3.325  -0.0465
H  2.316  3.407  -2.227  0.1376
H  4.171  1.984  -4.599  0.0886
H  3.596  3.522  -5.300  0.0849
H  2.524  2.563  -4.250  0.0852
H  6.014  3.633  -2.503  0.0923
H  5.441  5.164  -3.200  0.0916
H  5.915  3.819  -4.276  0.0840
C  -5.649  2.038  0.215  -0.3322
O  -4.608  2.646  0.390  -0.0003
N  -6.437  1.523  1.205  -0.2005
C  -7.664  0.809  0.920  -0.0672
C  -6.032  1.698  2.587  -0.0425
H  -6.045  1.850  -0.795  0.1313
H  -8.499  1.331  1.397  0.0833
H  -7.589  -0.204  1.323  0.0878
H  -7.844  0.754  -0.155  0.0851
H  -5.955  2.767  2.804  0.0916
H  -5.050  1.240  2.732  0.0891
H  -6.756  1.237  3.260  0.0839
C  -2.917  -6.943  -3.003  -0.3079
O  -2.508  -5.868  -2.601  -0.0040
N  -3.364  -7.193  -4.268  -0.2030
C  -3.837  -8.501  -4.673  -0.0661
C  -3.366  -6.115  -5.238  -0.0400
H  -2.957  -7.827  -2.346  0.1340
H  -3.220  -8.862  -5.500  0.0879
H  -4.876  -8.417  -5.003  0.0881
H  -3.780  -9.212  -3.847  0.0833
H  -2.345  -5.743  -5.361  0.0963
H  -3.993  -5.301  -4.866  0.0934
H  -3.748  -6.464  -6.199  0.0857